No. 1
The following is a DFT calculation (ωB97M-V/def2-TZVPD) of a molecular structure, C19H26CsF6N5PS2.

Output
Kohn-Sham gap (spin up / spin down) = 7.7133 / 6.6667 eV
lowest unoccupied orbital energy (spin up / spin down) = -0.564 / -1.610 eV
<S²> = 0.76

Structure (ORCA input):
```
! wB97M-V def2-TZVPD RIJCOSX def2/J DEFGRID3
* xyz 0 2
Cs 1.3261 0.0515 0.6060
C 1.0641 -3.8664 0.5086
N 1.8684 -2.9427 -0.2733
C 3.2625 -3.3665 -0.2874
C 1.3238 -2.8363 -1.6265
C 2.0636 -1.7966 -2.4744
N 1.1339 -0.9567 -3.2097
C 0.3627 -1.7171 -4.1748
C 1.8276 0.1434 -3.8604
H 1.1116 -4.8953 0.1173
H 0.0196 -3.5478 0.4928
H 1.4131 -3.8823 1.5427
H 3.3918 -4.3299 -0.8064
H 3.6200 -3.4791 0.7366
H 3.8858 -2.6197 -0.7775
H 0.2841 -2.5127 -1.5313
H 1.3180 -3.8255 -2.1149
H 2.8017 -2.2818 -3.1366
H 2.6306 -1.1526 -1.7992
H 1.0036 -2.1860 -4.9416
H -0.3437 -1.0558 -4.6772
H -0.2118 -2.5007 -3.6805
H 2.5282 -0.2078 -4.6358
H 2.3907 0.7217 -3.1297
H 1.0961 0.7991 -4.3348
S -2.9337 0.3329 4.3392
C -2.9442 -1.3041 3.8307
C -2.2048 -1.5119 2.7020
C -1.6549 -0.2890 2.2796
C -1.9358 0.8167 3.0025
C -1.4825 2.1925 2.7567
C -1.9025 3.2743 3.5240
C -1.4096 4.5346 3.2242
C -0.5131 4.6792 2.1777
C -0.1556 3.5443 1.4636
N -0.6302 2.3316 1.7336
H -3.4920 -2.0364 4.4029
H -2.0886 -2.4614 2.2031
H -2.5954 3.1303 4.3430
H -1.7176 5.3916 3.8088
H -0.0918 5.6396 1.9180
H 0.5514 3.6109 0.6421
S -1.6795 -0.4371 -1.2995
C -3.0054 0.1114 -0.4583
N -3.1012 1.4597 -0.1812
C -4.0803 2.0099 0.5600
C -5.0669 1.2140 1.0440
C -4.9699 -0.1567 0.7096
N -4.0141 -0.6875 -0.0028
H -2.3233 2.0187 -0.5051
H -4.0148 3.0761 0.7276
H -5.8750 1.6029 1.6417
H -5.7420 -0.8416 1.0490
F 2.6949 2.0297 -0.9457
P 4.3103 1.8802 -0.6067
F 5.8464 1.6788 -0.2412
F 4.4962 3.4507 -0.8258
F 4.0338 0.2626 -0.3550
F 3.9371 2.1188 0.9618
F 4.5822 1.5773 -2.1560
*
```

No. 2
The following is a DFT calculation (ωB97M-V/def2-TZVPD) of a molecular structure, C19H26F5N6O13P2TaTe.

Output
Kohn-Sham gap = 7.7519 eV
lowest unoccupied orbital energy = -1.506 eV

Structure (ORCA input):
```
! wB97M-V def2-TZVPD RIJCOSX def2/J DEFGRID3
* xyz 0 1
Ta 1.5502 0.3199 -0.0267
N 3.6898 1.0790 -0.1070
C 4.3224 0.5536 -1.3295
C 3.9923 -0.9266 -1.3241
O 4.7367 -1.7754 -1.7455
N 2.7861 -1.1485 -0.6921
C 2.5003 -2.5268 -0.3271
C 1.9146 -2.4785 1.0618
O 1.9003 -3.3617 1.8632
O 1.3935 -1.2504 1.3239
H 4.1668 0.7238 0.7202
H 3.6782 2.0936 -0.0638
H 3.8687 1.0371 -2.1974
H 5.3991 0.7043 -1.3585
H 1.7648 -2.9742 -0.9965
H 3.4105 -3.1223 -0.3523
N -1.6949 4.1506 0.2088
C -0.5145 3.5052 0.8322
C -0.1725 4.2164 2.1487
P 0.9055 3.6517 -0.3702
O 2.0837 4.3949 0.4421
O 0.4892 4.4359 -1.5407
O 1.5256 2.2580 -0.5784
P -1.1199 1.7894 1.2512
O -1.2302 1.6756 2.8104
O -2.6122 1.8019 0.8079
O -0.3935 0.5883 0.6709
H -1.8023 5.0893 0.5735
H -2.7594 2.7194 0.4349
H -1.5413 4.2259 -0.7950
H 0.1346 5.2409 1.9387
H 0.6463 3.7214 2.6692
H -1.0438 4.2336 2.8029
H 2.1881 5.2965 0.1133
H -0.4349 1.4617 3.3392
N -0.6165 -2.4064 -0.6790
C -1.6487 -2.4999 -0.1674
N -2.8238 -2.6238 0.4479
C -2.9995 -1.7620 1.6359
C -2.3293 -2.3974 2.8405
O -2.8430 -3.7036 3.0597
C -2.5737 -4.5460 1.9565
C -3.2470 -4.0156 0.7005
H -4.0724 -1.6559 1.8017
H -2.5819 -0.7843 1.4185
H -2.5310 -1.8207 3.7419
H -1.2441 -2.4367 2.6887
H -2.9552 -5.5344 2.2103
H -1.4889 -4.6178 1.7941
H -4.3304 -4.0046 0.8261
H -2.9984 -4.6230 -0.1688
O -1.0286 1.8825 -1.5748
C -0.6083 0.9269 -2.1923
N 0.5320 0.1648 -1.8872
C 0.7039 -0.7961 -2.9330
O 1.6436 -1.5250 -3.0921
C -0.4483 -0.6589 -3.8659
C -0.7597 -1.3744 -5.0047
C -1.9161 -1.0057 -5.6818
C -2.7132 0.0477 -5.2320
C -2.3788 0.7661 -4.0907
C -1.2319 0.3812 -3.4246
H -0.1306 -2.1866 -5.3427
H -2.2071 -1.5423 -6.5753
H -3.6056 0.3078 -5.7862
H -2.9840 1.5887 -3.7342
F 2.3369 -1.1901 4.6347
Te 2.0632 0.0615 3.3108
F 1.1089 1.3608 4.3429
F 0.3123 -0.6292 3.4049
F 3.5489 -0.7750 2.4835
F 3.4543 1.0454 4.0716
O 1.8637 1.1784 1.8537
*
```

No. 3
The following is a DFT calculation (ωB97M-V/def2-TZVPD) of C19H26N2O4 in the gas phase.

Output
Kohn-Sham gap = 8.8727 eV
lowest unoccupied orbital energy = 0.215 eV

Structure (ORCA input):
```
! wB97M-V def2-TZVPD RIJCOSX def2/J DEFGRID3
* xyz 0 1
C 1.2247 3.4745 0.0608
C -0.0055 2.5951 0.2501
C -0.7542 2.3094 -1.0523
C 0.0629 1.5836 -2.1229
C 0.5885 0.2264 -1.6621
C 1.2276 -0.5540 -2.8092
C 1.7359 -1.9353 -2.3926
C 3.0392 -1.9066 -1.5953
O 2.9011 -1.2923 -0.3092
C 2.4010 -2.0265 0.6710
O 2.0815 -3.1867 0.5686
C 2.2730 -1.2271 1.9543
C 1.0757 -1.7008 2.7861
N -0.1792 -1.3761 2.1492
N -0.5749 -2.1984 1.1063
C -1.6302 -1.9834 0.2764
O -1.8508 -2.7392 -0.6513
C -2.4339 -0.7992 0.6232
C -3.5608 -0.4874 -0.1342
C -4.3244 0.6179 0.1815
C -3.9717 1.4250 1.2573
C -2.8551 1.1273 2.0112
C -2.0753 0.0141 1.7026
C -0.8698 -0.2527 2.5050
O -0.4815 0.4544 3.4196
H 1.6533 3.7320 1.0267
H 0.9576 4.3958 -0.4526
H 1.9867 2.9637 -0.5224
H -0.6959 3.0927 0.9350
H 0.2863 1.6561 0.7233
H -1.6379 1.7099 -0.8191
H -1.1025 3.2580 -1.4691
H 0.8999 2.2094 -2.4377
H -0.5786 1.4353 -2.9954
H 1.3243 0.3730 -0.8718
H -0.2412 -0.3583 -1.2575
H 2.0529 0.0251 -3.2310
H 0.4814 -0.6885 -3.5952
H 1.9314 -2.5300 -3.2869
H 0.9657 -2.4507 -1.8158
H 3.7954 -1.3092 -2.1085
H 3.4045 -2.9289 -1.4526
H 3.1878 -1.3729 2.5319
H 2.1853 -0.1669 1.7167
H 1.0698 -1.1877 3.7500
H 1.1324 -2.7821 2.9373
H 0.0330 -2.9924 0.9237
H -3.8101 -1.1313 -0.9640
H -5.1965 0.8571 -0.4084
H -4.5719 2.2887 1.5012
H -2.5568 1.7400 2.8482
*
```

No. 4
The following is a DFT calculation (ωB97M-V/def2-TZVPD) of C19H26N4O2 in the gas phase.

Output
Kohn-Sham gap = 8.5669 eV
lowest unoccupied orbital energy = 0.629 eV

Structure (ORCA input):
```
! wB97M-V def2-TZVPD RIJCOSX def2/J DEFGRID3
* xyz 0 1
C -5.8865 -1.1238 -0.3499
C -5.5834 0.2383 0.2638
C -4.2103 0.7816 -0.1277
C -3.0533 -0.0347 0.4587
C -1.7335 0.5906 0.1165
C -1.0256 0.2599 -1.0081
O -1.4824 -0.6787 -1.8576
N 0.1605 0.8055 -1.3600
C 0.6851 1.7106 -0.5788
N 1.8547 2.3157 -0.9591
C 2.6770 2.9727 0.0382
C 3.3076 1.9078 0.9721
N 3.0058 0.6122 0.4098
C 3.3164 -0.5348 1.2412
C 2.4259 -1.6771 0.8265
C 2.9322 -2.8096 0.2058
C 2.0808 -3.8159 -0.2194
C 0.7150 -3.6937 -0.0336
C 0.2024 -2.5674 0.5890
C 1.0539 -1.5667 1.0173
C 3.4873 0.5044 -0.9515
C 2.6953 1.5084 -1.8252
N 0.0452 2.1142 0.5417
C -1.1906 1.5942 0.9790
O -1.6559 2.0193 2.0211
H -6.9061 -1.4250 -0.1185
H -5.2136 -1.8846 0.0364
H -5.7764 -1.0854 -1.4316
H -5.6453 0.1701 1.3521
H -6.3443 0.9503 -0.0660
H -4.1195 0.7958 -1.2163
H -4.1199 1.8086 0.2333
H -3.0778 -1.0494 0.0616
H -3.1522 -0.0609 1.5456
H -0.8226 -0.7827 -2.5562
H 3.4536 3.5136 -0.5074
H 2.1012 3.7122 0.5951
H 2.8673 1.9572 1.9710
H 4.3940 2.0875 1.0679
H 4.3797 -0.8220 1.1753
H 3.1012 -0.2654 2.2789
H 3.9989 -2.9076 0.0559
H 2.4861 -4.6941 -0.7009
H 0.0509 -4.4751 -0.3719
H -0.8617 -2.4657 0.7385
H 0.6546 -0.6880 1.5013
H 3.3084 -0.5150 -1.2935
H 4.5714 0.7087 -1.0140
H 3.3635 2.1765 -2.3720
H 2.0454 0.9921 -2.5272
H 0.4399 2.8157 1.1530
*
```

No. 5
The following is a DFT calculation (ωB97M-V/def2-TZVPD) of C19H26N4O2S in the gas phase.

Output
Kohn-Sham gap = 8.9764 eV
lowest unoccupied orbital energy = 0.587 eV

Structure (ORCA input):
```
! wB97M-V def2-TZVPD RIJCOSX def2/J DEFGRID3
* xyz 0 1
C 4.3900 -0.2871 3.3607
C 4.5945 -0.0650 1.8661
N 3.3348 0.1061 1.1653
C 2.5764 -1.1244 1.0554
C 1.2195 -0.8400 0.4162
N 1.4456 -0.2995 -0.9118
C 0.3238 -0.3024 -1.8301
C -0.8680 0.6108 -1.4573
N -1.6257 0.2021 -0.2951
S -1.5976 1.1724 1.0666
O -1.5730 0.3051 2.2080
O -0.5948 2.1902 0.9259
C -3.2087 1.9309 0.9410
C -4.3017 1.2694 1.4639
C -5.5601 1.8319 1.3273
C -5.7065 3.0428 0.6679
C -4.6008 3.6978 0.1483
C -3.3408 3.1377 0.2845
C -0.0768 -1.7345 -2.1149
C -1.3856 -2.1622 -2.3002
C -1.6279 -3.4998 -2.5791
C -0.5509 -4.3651 -2.6671
N 0.7015 -3.9702 -2.5047
C 0.9256 -2.6989 -2.2404
C 2.1534 0.9595 -0.7879
C 3.5136 0.6816 -0.1525
H 5.3399 -0.1881 3.8804
H 3.6966 0.4553 3.7453
H 3.9916 -1.2765 3.5680
H 5.1669 0.8564 1.7280
H 5.1880 -0.8959 1.4408
H 2.4158 -1.5346 2.0525
H 3.1141 -1.8742 0.4443
H 0.6561 -1.7735 0.3391
H 0.6764 -0.1378 1.0648
H 0.7186 0.1075 -2.7744
H -1.5447 0.6877 -2.3181
H -0.4849 1.6100 -1.2396
H -1.5397 -0.7711 -0.0514
H -4.1452 0.3360 1.9803
H -6.4242 1.3297 1.7351
H -6.6879 3.4810 0.5626
H -4.7202 4.6430 -0.3593
H -2.4567 3.6250 -0.0944
H -2.2143 -1.4737 -2.2332
H -2.6359 -3.8566 -2.7254
H -0.6877 -5.4171 -2.8796
H 1.9607 -2.4140 -2.1139
H 2.2976 1.3894 -1.7826
H 1.6089 1.6774 -0.1562
H 4.0644 1.6202 -0.0539
H 4.0861 0.0056 -0.8155
*
```

No. 6
The following is a DFT calculation (ωB97M-V/def2-TZVPD) of C19H26N4O3 in the gas phase.

Output
Kohn-Sham gap = 8.8320 eV
lowest unoccupied orbital energy = 0.439 eV

Structure (ORCA input):
```
! wB97M-V def2-TZVPD RIJCOSX def2/J DEFGRID3
* xyz 0 1
C 1.5616 -3.8413 1.4700
C 2.6722 -2.8500 1.1389
C 2.9474 -2.7252 -0.3582
C 1.7556 -2.2486 -1.1927
N 1.2845 -0.9141 -0.8381
C 2.0421 0.1644 -1.1868
O 3.0698 0.0559 -1.8244
C 1.4669 1.4784 -0.7627
C 0.2739 1.9483 -1.3013
C -0.2377 3.1607 -0.8790
C 0.4292 3.9004 0.0836
C 1.6287 3.4509 0.6176
C 2.3664 4.2397 1.6544
C 2.1451 2.2386 0.1756
C 0.1194 -0.7676 -0.0415
C -1.1144 -0.9953 -0.6062
N -1.2066 -1.4416 -1.8918
N -2.2672 -0.8497 0.1206
C -3.5824 -1.0193 -0.4789
C -4.0056 0.1848 -1.3289
C -3.9812 1.4807 -0.5270
C -2.2433 -0.4711 1.4594
O -3.2502 -0.3747 2.1215
N -1.0029 -0.2231 1.9654
C 0.2320 -0.3131 1.3184
O 1.2468 -0.0188 1.9139
H 1.4963 -3.9822 2.5463
H 1.7586 -4.8080 1.0092
H 0.5943 -3.4827 1.1234
H 3.5942 -3.1807 1.6220
H 2.4252 -1.8705 1.5474
H 3.7673 -2.0229 -0.5122
H 3.2543 -3.6959 -0.7562
H 0.9179 -2.9405 -1.0938
H 2.0750 -2.2138 -2.2402
H -0.2427 1.3772 -2.0607
H -1.1616 3.5326 -1.2990
H 0.0128 4.8403 0.4173
H 3.3482 4.5275 1.2806
H 2.5158 3.6333 2.5462
H 1.8194 5.1389 1.9270
H 3.0730 1.8668 0.5820
H -2.0748 -1.3447 -2.3870
H -0.3672 -1.3367 -2.4397
H -4.2755 -1.1163 0.3605
H -3.6046 -1.9476 -1.0559
H -5.0181 -0.0071 -1.6885
H -3.3601 0.2983 -2.2039
H -4.5735 1.3779 0.3782
H -2.9634 1.7388 -0.2404
H -4.3864 2.2972 -1.1193
H -0.9746 0.0714 2.9352
*
```

No. 7
The following is a DFT calculation (ωB97M-V/def2-TZVPD) of a molecular structure, C19H26N8OPd.

Output
Kohn-Sham gap = 6.8473 eV
lowest unoccupied orbital energy = 0.457 eV

Structure (ORCA input):
```
! wB97M-V def2-TZVPD RIJCOSX def2/J DEFGRID3
* xyz 0 1
Pd -2.0256 2.4962 0.5776
N -1.3141 4.1297 -1.0268
C -1.5093 3.8409 -2.4541
C -2.9148 3.3507 -2.7645
C -3.2297 1.9357 -2.2945
N -3.5700 1.8802 -0.8603
H -1.7156 5.0254 -0.7744
H -0.3247 4.1771 -0.8198
H -0.7954 3.0672 -2.7371
H -1.3020 4.7211 -3.0735
H -3.0295 3.3711 -3.8510
H -3.6627 4.0525 -2.3725
H -2.3517 1.3078 -2.4470
H -4.0509 1.5314 -2.8956
H -3.8929 0.9524 -0.6150
H -4.3370 2.5130 -0.6561
N 2.4509 -1.1324 2.3763
C 2.6975 -2.4907 2.3691
C 3.8696 -3.2361 2.3259
C 3.7305 -4.6119 2.3040
C 2.4667 -5.2202 2.3258
C 1.3067 -4.4702 2.3728
C 1.4269 -3.0820 2.3967
N 0.4445 -2.1046 2.4188
C 1.0911 -0.9654 2.4179
C 0.4643 0.3540 2.3955
C 1.1085 1.4702 1.8070
C 0.4244 2.6483 1.7088
N -0.8323 2.8570 2.2026
C -1.4621 1.7562 2.7115
C -0.8232 0.5050 2.8363
H 3.1313 -0.3956 2.4301
H 4.8455 -2.7685 2.3073
H 4.6155 -5.2335 2.2702
H 2.4042 -6.3004 2.3094
H 0.3297 -4.9354 2.3951
H 2.0971 1.4008 1.3714
H 0.8749 3.5125 1.2342
H -2.3865 1.9473 3.2400
H -1.3488 -0.3327 3.2754
C 0.8846 -2.7450 -1.1891
N 0.4658 -1.5681 -1.9141
C 1.1205 -1.1202 -3.1253
C 0.6304 0.3328 -3.2210
O 0.8721 1.0702 -4.1520
N -0.1179 0.6250 -2.1070
C -0.1439 -0.4779 -1.3715
N -0.7169 -0.5261 -0.1742
H 1.0866 -3.5432 -1.9018
H 0.0967 -3.0992 -0.5248
H 1.7865 -2.5730 -0.5927
H 0.8285 -1.6952 -4.0045
H 2.2106 -1.1398 -3.0341
H -1.1437 0.3150 0.2158
H -0.7609 -1.3790 0.3588
*
```

No. 8
The following is a DFT calculation (ωB97M-V/def2-TZVPD) of a molecular structure, C19H27AsBrN7O7SSn.

Output
Kohn-Sham gap (spin up / spin down) = 6.6977 / 7.1903 eV
lowest unoccupied orbital energy (spin up / spin down) = -1.344 / -0.744 eV

Structure (ORCA input):
```
! wB97M-V def2-TZVPD RIJCOSX def2/J DEFGRID3
* xyz 0 1
Sn 0.1130 -0.4856 -0.1177
O 0.6305 0.2578 3.8363
As 1.3287 -1.2769 3.1944
O -0.3284 -1.9420 2.5656
O 1.8498 -0.7551 1.7049
C -1.4287 -2.0286 3.3248
C -1.4026 -2.3818 4.6773
C -2.5822 -2.4639 5.4021
C -3.8077 -2.2038 4.8068
C -3.8464 -1.8496 3.4659
C -2.6755 -1.7674 2.7366
S -2.7042 -1.1459 1.0755
O -1.9539 -2.0927 0.2253
O -4.0789 -0.9931 0.6895
O -1.9490 0.1226 1.1634
H -0.0004 0.0820 4.5526
H -0.4506 -2.5976 5.1492
H -2.5377 -2.7400 6.4484
H -4.7199 -2.2728 5.3834
H -4.7736 -1.6219 2.9555
Br -1.4241 -2.9774 -2.8889
C -1.6710 -1.1730 -3.3674
C -2.3835 -0.8697 -4.5189
C -2.4690 0.4616 -4.8854
C -1.8454 1.4225 -4.1032
C -1.1693 1.0166 -2.9685
N -1.0912 -0.2678 -2.6026
H -2.8322 -1.6569 -5.1055
H -3.0062 0.7446 -5.7810
H -1.8776 2.4689 -4.3724
H -0.6500 1.7065 -2.3181
N 4.3812 -0.9876 0.5282
C 4.7924 -0.9278 -0.7380
N 6.0413 -1.3665 -1.0250
N 4.1164 -0.4391 -1.7515
C 2.9122 0.0377 -1.7242
N 1.8556 0.5197 -1.8568
H 4.9816 -1.3686 1.2364
H 3.4470 -0.6985 0.8363
H 6.5989 -1.8668 -0.3595
H 6.3081 -1.3796 -1.9917
C 2.5676 -4.5535 0.5454
C 1.3722 -3.7428 0.0969
N 0.1745 -4.1859 0.5001
O 1.5128 -2.7362 -0.5993
H 2.3503 -5.6204 0.5697
H 2.8382 -4.2266 1.5527
H 3.4033 -4.3618 -0.1220
H 0.0945 -4.9496 1.1452
H -0.6330 -3.5845 0.3523
C -0.9368 3.0559 2.0042
C 0.1955 3.0408 0.9355
C 1.5643 2.8955 1.6488
C 0.1696 4.3891 0.1537
N -0.0087 2.0320 0.0268
H -0.7174 3.8362 2.7317
H -0.9834 2.0853 2.4916
H -1.8993 3.2449 1.5302
H 1.6966 3.7273 2.3397
H 2.3680 2.8930 0.9112
H 1.5909 1.9573 2.1972
H 0.3056 5.2085 0.8582
H -0.7855 4.5053 -0.3578
H 0.9711 4.4033 -0.5844
*
```